Formula: C26H56F2NO15P3SSi2
Source: OMol25
Level of theory: ωB97M-V with the def2-TZVPD basis set

Structure (ORCA input):
```
! RIJCOSX wB97M-V def2-TZVPD def2/J DEFGRID3
* xyz 0 1
C 5.4303 -2.6919 2.2738
O 5.2793 -2.5932 0.8284
C 6.5228 -2.1361 0.2028
C 6.2502 -0.6575 -0.3737
C 5.8885 0.4362 0.7417
C 4.3281 0.7974 0.8632
Si 3.5737 1.6676 -0.6626
S 3.0899 0.3497 -2.3052
C 4.7579 3.1063 -1.1958
O 6.0213 2.5295 -1.7192
N 5.9261 2.5997 -3.0664
O 6.7847 1.9610 -3.5922
C 1.8806 2.4550 -0.0892
F 2.0044 2.7272 1.3257
F 1.6692 3.7200 -0.7648
C 0.6401 1.4559 -0.2571
C -0.7565 2.1141 0.2185
Si -1.8638 0.8454 1.1370
C -3.5049 1.7301 1.5653
C -0.9087 0.2932 2.7048
C -2.0403 -0.6875 0.0084
C -2.1744 -0.5333 -1.5409
C -2.2729 -1.8165 -2.4312
C -2.2334 -3.2486 -1.8165
C -2.1186 -3.4312 -0.2743
C -2.0256 -2.1394 0.5926
H 5.7827 -3.7459 2.5521
H 4.4453 -2.4529 2.8281
H 6.2078 -1.9399 2.6871
H 6.6614 -2.8160 -0.7216
H 7.4277 -2.2076 0.8945
H 5.4881 -0.7651 -1.2137
H 7.2378 -0.3281 -0.8801
H 6.2137 0.0516 1.7834
H 6.5211 1.3825 0.5621
H 4.2362 1.5488 1.7407
H 3.6894 -0.1097 1.1840
H 3.7996 0.7204 -3.4532
H 4.9365 3.7648 -0.2705
H 4.2385 3.6937 -2.0369
H 0.5179 1.2104 -1.3725
H 0.9015 0.4932 0.3035
H -0.4850 2.9599 0.9582
H -1.2714 2.5791 -0.7010
H -4.3476 1.0057 1.8195
H -3.7706 2.4819 0.7360
H -3.2976 2.3799 2.5022
H 0.0290 -0.3057 2.4014
H -1.5761 -0.3353 3.3840
H -0.5182 1.2517 3.2080
H -2.2009 0.5103 -2.0205
H -2.3827 -1.7494 -3.5677
H -2.3003 -4.1801 -2.4686
H -2.0913 -4.4792 0.1840
H -1.9406 -2.3158 1.7284
C -8.5658 -7.1640 0.6794
O -7.1508 -7.1780 0.6079
P -6.2636 -6.2186 1.7218
O -7.2449 -5.0465 1.6300
O -5.0721 -6.0126 0.6103
C -5.4184 -5.6772 -0.7212
O -5.3090 -5.3997 2.8885
C -5.9249 -5.1985 4.1537
H -8.9463 -8.0023 0.0903
H -8.9088 -7.2684 1.7106
H -8.9544 -6.2432 0.2399
H -6.3624 -5.1307 -0.7825
H -5.4828 -6.5907 -1.3175
H -4.6338 -5.0465 -1.1409
H -6.4167 -6.1143 4.4898
H -6.6521 -4.3866 4.0936
H -5.1522 -4.9284 4.8753
C -0.3403 1.4971 -9.4821
O -0.8268 1.6749 -8.1632
P -0.6208 0.3984 -7.0337
O -0.9423 -0.6860 -8.0662
O -2.0050 0.8401 -6.2671
C -3.1599 1.1244 -7.0351
O -0.3260 -0.7715 -5.8150
C 0.8197 -1.5904 -6.0120
H -0.3225 2.4727 -9.9745
H 0.6694 1.0823 -9.4765
H -1.0149 0.8503 -10.0467
H -3.1739 0.5805 -7.9826
H -3.2109 2.1988 -7.2266
H -4.0420 0.8341 -6.4633
H 1.6754 -0.9819 -6.3141
H 0.6155 -2.3484 -6.7705
H 1.0559 -2.0881 -5.0699
C 1.9158 7.5945 6.0734
O 1.8308 6.3698 6.7810
P 1.8722 4.9028 5.8893
O 0.9906 5.4572 4.7665
O 0.9192 4.1804 7.0157
C -0.2277 4.8611 7.4895
O 2.0501 3.3999 5.0830
C 2.7955 3.4361 3.8715
H 2.1310 8.3900 6.7914
H 2.7118 7.5634 5.3270
H 0.9583 7.8216 5.6003
H -0.6337 5.5566 6.7511
H 0.0254 5.4020 8.4044
H -0.9991 4.1272 7.7255
H 3.7069 4.0251 4.0022
H 2.1911 3.8602 3.0710
H 3.0707 2.4149 3.6036
*
```

Gap between HOMO and LUMO = 6.3 eV
E_HOMO = -8.5 eV

---

Formula: C3H4FN
Source: OMol25
Level of theory: ωB97M-V with the def2-TZVPD basis set

Structure (ORCA input):
```
! RIJCOSX wB97M-V def2-TZVPD def2/J DEFGRID3
* xyz 0 1
C -0.6152 0.0385 -1.0577
C -0.3866 -0.0388 0.9488
C 0.5844 0.1739 -0.3394
N -1.3953 -0.1404 -0.0535
F 1.5881 1.1434 -0.4729
H -0.7601 0.4090 -2.0644
H -0.1531 -0.9526 1.6236
H -0.5006 0.8404 1.5820
H 1.6385 -1.4734 -0.1665
*
```

Gap between HOMO and LUMO (alpha / beta) = 8.8 / 8.6 eV
E_HOMO (alpha / beta) = -9.5 / -9.3 eV
ΔE to the lowest compared entry with this formula, charge and spin = 476.93 kJ/mol

---

Formula: C34H58GaN2O4Si
Source: OMol25
Level of theory: ωB97M-V with the def2-TZVPD basis set

Structure (ORCA input):
```
! RIJCOSX wB97M-V def2-TZVPD def2/J DEFGRID3
* xyz 1 1
O 2.9616 -1.9096 -3.2819
O 4.5536 -3.4165 -2.5308
C 1.5581 -2.2277 -3.5364
C 1.1653 -1.7127 -4.9026
H 0.9591 -1.7796 -2.7325
H 1.4721 -3.3210 -3.4782
H 0.7290 -0.7154 -4.8100
H 0.4031 -2.3506 -5.3531
H 2.0128 -1.6761 -5.5988
C 3.2836 -0.4592 -3.2264
C 4.6300 -0.2921 -3.8748
H 3.2522 -0.1479 -2.1717
H 2.4938 0.0773 -3.7591
H 5.4031 -0.7849 -3.2792
H 4.8864 0.7671 -3.9566
H 4.6186 -0.7058 -4.8928
C 4.7591 -3.2883 -1.0717
C 4.2273 -4.7810 -2.9821
C 4.7409 -1.8550 -0.6427
H 5.7413 -3.7408 -0.8980
H 3.9983 -3.8897 -0.5514
H 5.3810 -1.2270 -1.2727
H 5.1219 -1.8069 0.3823
H 3.7225 -1.4504 -0.6059
C 4.9048 -5.0583 -4.2994
H 3.1334 -4.8489 -3.0887
H 4.5545 -5.4805 -2.1990
H 4.4965 -4.4368 -5.1024
H 4.7254 -6.1042 -4.5635
H 5.9855 -4.8943 -4.2477
H 3.8219 -2.7028 -2.9247
N -0.6115 1.0620 0.3796
C -0.9521 1.9874 1.3116
C -0.8058 1.8149 2.6882
C 0.0054 0.8848 3.3518
C -1.4257 3.3312 0.8260
H -2.1634 3.2549 0.0173
H -0.5898 3.9570 0.4744
H -1.8917 3.8539 1.6689
C 0.4520 1.1244 4.7647
H 1.5492 1.1345 4.8458
H 0.0765 0.3373 5.4328
H 0.0673 2.0886 5.1109
N 0.4252 -0.2389 2.7655
C -0.2486 1.5058 -0.9474
C -1.1724 1.4587 -2.0098
C -2.5946 1.0640 -1.8018
C -0.7592 1.8111 -3.2992
H -1.4613 1.6944 -4.1211
C 0.5130 2.3355 -3.5159
H 0.8202 2.6264 -4.5245
C 1.3736 2.5176 -2.4406
H 2.3535 2.9817 -2.5799
C 1.0111 2.1088 -1.1571
C 1.9426 2.3746 -0.0156
C 1.2791 -1.1887 3.4035
C 0.7108 -2.2704 4.1222
C -0.7377 -2.2638 4.5009
C 1.5194 -3.3557 4.4649
H 1.0723 -4.1913 5.0078
C 2.8732 -3.3750 4.1291
H 3.4897 -4.2354 4.3964
C 3.4446 -2.2863 3.4708
H 4.5112 -2.2719 3.2338
C 2.6694 -1.1792 3.1243
C 3.2958 -0.0323 2.3926
Ga -0.5558 -0.7781 1.0654
H -2.6948 -0.0229 -1.7118
H -3.1865 1.3929 -2.6662
H -3.0345 1.5157 -0.9039
H 1.8639 1.6032 0.7593
H 1.7452 3.3489 0.4611
H 2.9797 2.3967 -0.3766
H -1.0439 -3.2687 4.8175
H -1.4084 -1.9486 3.6888
H -0.9156 -1.5868 5.3492
H 2.9528 0.9367 2.7799
H 3.0918 -0.0637 1.3102
H 4.3878 -0.0697 2.5056
H -1.2297 2.6064 3.3082
C 0.3547 -2.3045 0.6565
Si -0.0828 -4.1529 0.5363
H 1.2722 -2.3554 1.2869
H 0.7375 -2.0185 -0.3499
C -0.6697 -4.5975 -1.1900
C -1.3632 -4.6989 1.7848
C 1.5318 -5.0461 0.9145
H 1.3565 -5.9456 1.5220
H 2.2034 -4.3886 1.4812
H 2.0428 -5.3464 -0.0118
H -1.4481 -3.8818 -1.4966
H -1.0927 -5.6148 -1.2211
H 0.1643 -4.5544 -1.9079
H -2.3598 -4.3035 1.5387
H -1.0971 -4.3809 2.8037
H -1.4183 -5.8008 1.7743
O -2.3774 -1.0640 1.8881
C -3.0139 -1.4538 0.8213
O -2.4403 -1.6120 -0.2796
H -4.0982 -1.6182 0.9146
*
```

Gap between HOMO and LUMO = 8.5 eV
E_HOMO = -10.3 eV
ΔE to the lowest compared entry with this formula, charge and spin = 0.00 kJ/mol

---

no.,electronic energy (eV)
1,-119951.8913
2,-7377.5929
3,-107619.8775